# C27H34BN5O5

A 5-piece molecular cluster, C27H34BN5O5 overall (ωB97M-V/def2-TZVPD, the OMol25 dataset).

Each line ends with the Mulliken charge.
Positions of all 72 atoms, in Å:
C: 2.590 -1.135 -0.747  -0.9478
C: 1.496 -1.999 -1.420  -0.3609
O: 0.293 -1.229 -1.409  0.2200
B: -0.866 -1.988 -1.354  -0.0220
C: -1.885 -1.802 -2.554  -0.3116
O: -2.842 -2.865 -2.718  -0.3933
C: -3.895 -2.763 -1.846  -0.3809
O: -4.764 -1.685 -2.184  -0.3844
C: -5.640 -1.450 -1.088  -0.4993
C: -5.110 -0.222 -0.296  -0.2118
O: -5.273 -0.357 1.112  -0.5225
N: -1.074 -2.853 -0.172  -0.4843
C: -1.116 -4.047 -0.418  0.7922
O: -1.383 -5.119 -0.799  -0.4528
H: 2.138 -0.627 0.127  0.1915
H: 2.876 -0.338 -1.444  0.2151
H: 3.440 -1.732 -0.421  0.3627
H: 1.433 -2.916 -0.824  0.4348
H: 1.854 -2.199 -2.437  0.2029
H: -2.448 -0.865 -2.402  0.3464
H: -1.328 -1.706 -3.491  0.1986
H: -3.596 -2.680 -0.785  0.2884
H: -4.474 -3.695 -1.938  0.3766
H: -5.735 -2.322 -0.425  0.3730
H: -6.650 -1.263 -1.465  0.3175
H: -4.041 -0.142 -0.526  0.0905
H: -5.670 0.659 -0.610  0.3385
H: -4.609 -0.966 1.445  0.3194
C: 7.616 -1.439 2.337  -0.1318
C: 6.611 -2.337 2.657  -0.5871
C: 5.320 -2.054 2.237  -0.1614
N: 4.987 -0.964 1.546  -0.2272
C: 5.968 -0.113 1.249  -0.0302
C: 7.291 -0.301 1.617  -0.7246
H: 8.637 -1.623 2.645  0.3616
H: 6.822 -3.236 3.219  0.3716
H: 4.502 -2.730 2.462  0.3920
H: 5.665 0.766 0.687  0.3957
H: 8.046 0.425 1.346  0.3674
C: 2.875 4.061 0.919  -0.1764
C: 3.358 3.355 2.007  -0.4009
C: 2.883 2.070 2.220  -0.4108
N: 1.983 1.469 1.442  -0.3470
C: 1.529 2.169 0.398  -0.0956
C: 1.941 3.458 0.094  -0.5957
H: 3.221 5.067 0.716  0.3845
H: 4.088 3.790 2.677  0.3957
H: 3.236 1.479 3.059  0.3905
H: 0.797 1.657 -0.218  0.4206
H: 1.539 3.974 -0.767  0.3904
C: 0.760 2.568 -5.670  -0.2900
C: 1.206 1.834 -4.584  -0.6372
C: 0.682 0.566 -4.388  0.0526
N: -0.233 0.011 -5.185  -0.3323
C: -0.651 0.735 -6.223  -0.3072
C: -0.189 2.009 -6.511  -0.4082
H: 1.146 3.562 -5.859  0.3784
H: 1.945 2.235 -3.902  0.3854
H: 1.003 -0.046 -3.551  0.3367
H: -1.396 0.259 -6.851  0.3764
H: -0.563 2.549 -7.370  0.3698
C: -5.319 0.946 5.139  -0.3934
C: -4.662 1.172 6.337  -0.2841
C: -3.370 1.672 6.292  -0.2332
N: -2.720 1.946 5.162  -0.5210
C: -3.369 1.719 4.020  -0.3201
C: -4.663 1.225 3.951  -0.1987
H: -6.330 0.557 5.130  0.3816
H: -5.140 0.966 7.286  0.3529
H: -2.817 1.868 7.205  0.3386
H: -2.814 1.949 3.116  0.4205
H: -5.142 1.062 2.995  0.4544

Cartesian forces (eV/Å) of the 3 atoms listed first:
-1.1 0.3 0.0
1.9 1.1 1.2
-0.7 -1.0 -0.6

SMILES string ... CCOB(COCOCCO)N=C=O.c1ccncc1.c1ccncc1.c1ccncc1.c1ccncc1
Energy relative to the best compared isomer or geometry (same formula, charge and spin) ... 0.2449 eV
Charge ... 0
Lowest unoccupied orbital energy ... 0.58 eV
E_tot ... -46914.212 eV